(1)
DFT (wB97M-V/def2-TZVPD) results for a molecular structure, C16H26N6O6RhS in a non-equilibrium geometry.

Positions of all 56 atoms, in Å:
O: -2.68 -2.91 -2.21
H: -3.44 -3.10 -2.80
Rh: -0.32 -0.69 0.22
N: -0.88 0.02 1.95
N: -2.06 0.02 -0.26
N: 1.50 -1.27 0.75
N: 0.36 -1.51 -1.46
O: -0.18 -0.09 3.04
O: 2.04 -1.10 1.99
O: -0.30 -1.71 -2.66
O: -2.59 -0.06 -1.43
C: -2.68 0.75 0.70
C: -1.99 0.80 1.93
C: 2.32 -1.68 -0.22
C: 1.65 -1.83 -1.49
C: -2.30 1.62 3.13
H: -1.48 2.32 3.36
H: -2.48 1.00 4.01
H: -3.21 2.19 2.96
C: -3.93 1.47 0.32
H: -4.69 0.80 -0.09
H: -3.69 2.22 -0.45
H: -4.37 1.98 1.18
C: 3.77 -1.92 0.00
C: 2.28 -2.38 -2.72
H: 3.99 -2.03 1.07
H: 4.38 -1.09 -0.40
H: 4.08 -2.82 -0.54
H: 1.68 -2.15 -3.61
H: 2.36 -3.48 -2.67
H: 3.30 -2.00 -2.84
H: 1.27 -0.70 2.53
H: -1.24 -2.03 -2.44
C: -2.97 -3.49 -0.93
H: -3.35 -2.70 -0.27
H: -2.04 -3.91 -0.52
H: -3.73 -4.28 -1.01
O: -1.17 -3.02 1.68
H: -0.46 -3.69 1.64
H: -1.10 -2.64 2.57
N: -0.54 1.28 -2.67
C: 0.34 1.78 -1.81
N: 0.52 1.47 -0.54
C: 1.38 2.33 0.11
C: 1.70 2.38 1.48
C: 2.53 3.38 1.97
C: 3.10 4.32 1.10
C: 2.83 4.28 -0.27
C: 1.97 3.30 -0.75
S: 1.43 3.04 -2.38
H: -0.60 1.72 -3.59
H: -1.30 0.65 -2.37
H: 1.25 1.64 2.15
H: 2.74 3.44 3.04
H: 3.77 5.09 1.49
H: 3.26 4.97 -0.98

Frontier orbital gap (spin up / spin down) = 0.2260 / 0.1815 Ha
LUMO (spin up / spin down) = -3.67 / -5.78 eV
2S+1 = 5
Electronic energy = -1913.55651 a.u.
Charge = +1
E_HOMO (spin up / spin down) = -9.821 / -10.721 eV


(2)
DFT (wB97M-V/def2-TZVPD) results for a gas-phase ion, C16H26NO (charge +1) in a non-equilibrium geometry.

Positions of all 44 atoms, in Å:
C: -2.00 -4.21 -3.94
C: -1.93 -3.05 -2.98
C: -2.83 -3.03 -1.91
C: -2.88 -1.97 -1.01
C: -4.02 -2.01 -0.02
C: -1.89 -0.94 -1.05
C: -1.92 0.18 0.04
C: -1.55 1.57 -0.44
N: -1.29 -0.13 1.37
C: -2.40 -0.26 2.41
C: -0.52 -1.48 1.43
C: 0.97 -1.29 1.48
O: 1.35 -0.05 0.87
C: 1.01 1.01 1.76
C: -0.48 1.08 1.97
C: -1.01 -0.93 -2.17
C: 0.02 0.13 -2.39
C: -1.08 -1.95 -3.12
H: -1.26 -4.12 -4.75
H: -1.81 -5.15 -3.41
H: -3.00 -4.29 -4.37
H: -3.53 -3.87 -1.82
H: -4.73 -2.79 -0.36
H: -3.66 -2.32 0.97
H: -4.58 -1.07 0.04
H: -2.99 0.23 0.32
H: -2.07 2.33 0.16
H: -0.46 1.74 -0.39
H: -1.92 1.67 -1.46
H: -2.95 0.68 2.46
H: -3.08 -1.09 2.21
H: -1.88 -0.47 3.34
H: -0.89 -2.02 2.32
H: -0.78 -2.08 0.55
H: 1.31 -1.32 2.54
H: 1.45 -2.09 0.91
H: 1.47 0.86 2.75
H: 1.34 1.96 1.33
H: -0.86 2.02 1.56
H: -0.74 1.11 3.04
H: 0.73 -0.23 -3.15
H: -0.41 1.07 -2.79
H: 0.58 0.32 -1.46
H: -0.42 -1.88 -3.99

Frontier orbital gap = 0.3517 Ha
Energy above the lowest of the compared OMol25 structures with the same formula, charge and spin = 57.8 kcal/mol
LUMO = -2.31 eV
SMILES = Cc1cc(C)c([C@H](C)[N+]2(C)CCOCC2)c(C)c1
Electronic energy = -754.97299 a.u.
Charge = +1
E_HOMO = -11.879 eV


Q: What is the formula in the second record?
A: C16H26NO